[1]
# C53H57BF3IKN8O2P

A molecular structure, C53H57BF3IKN8O2P (wB97M-V/def2-TZVPD, the Open Molecules 2025 dataset).

Structure (XYZ):
```
127
Properties=species:S:1:pos:R:3:lowdin_charge:R:1
K -0.21382 -1.25080 -1.02966 0.63
C -0.69279 1.88474 -5.42903 -0.07
C -0.31979 1.95205 -4.07787 -0.22
N -0.33067 0.75845 -3.50549 0.01
N -0.70329 -0.10708 -4.47628 0.01
C -0.93291 0.54753 -5.63521 -0.07
B -0.89866 -1.61966 -4.27005 -0.68
N -2.13378 -1.88671 -3.37928 -0.01
C -2.93928 -2.96586 -3.31911 -0.09
C -3.93014 -2.71734 -2.39851 -0.06
C -3.64659 -1.41951 -1.94165 -0.18
N -2.57099 -0.92282 -2.53027 -0.01
N 0.40574 -2.26596 -3.69596 -0.04
C 0.72230 -3.57930 -3.75648 -0.11
C 2.01996 -3.73740 -3.33903 -0.06
C 2.42702 -2.43154 -3.02371 -0.17
N 1.46579 -1.54888 -3.24055 0.03
N -1.11416 -2.26598 -5.65449 -0.04
C -0.14103 -2.51559 -6.56100 -0.10
C -0.74314 -2.86097 -7.74697 -0.08
C -2.11926 -2.78398 -7.46065 -0.18
N -2.33649 -2.41896 -6.20859 0.07
H -0.77719 2.68688 -6.14144 0.08
H -0.04635 2.81928 -3.49871 0.06
H -1.24962 0.01379 -6.51547 0.11
H -2.75694 -3.81892 -3.95049 0.11
H -4.73434 -3.36766 -2.10066 0.08
H -4.17309 -0.82942 -1.20695 0.09
H -0.00399 -4.30019 -4.09466 0.13
H 2.56990 -4.65571 -3.23224 0.09
H 3.37218 -2.08739 -2.63153 0.09
H 0.89824 -2.42237 -6.29175 0.13
H -0.26351 -3.13105 -8.67203 0.08
H -2.95871 -2.98374 -8.10890 0.09
C 2.91970 0.87761 1.99088 -0.01
C 2.74993 2.03285 1.27990 -0.06
C 3.15595 1.71304 -0.14536 -0.05
C 3.53989 0.38806 -0.15306 0.00
C 3.42474 -0.15673 1.14132 -0.12
C 3.87674 -1.52160 1.58067 -0.53
C 3.08396 -1.99655 2.80041 -0.04
C 3.73414 -2.53204 0.43991 -0.03
C 5.36705 -1.41736 1.95846 -0.04
C 3.27756 2.56618 -1.40305 -0.52
C 3.29684 1.66769 -2.65066 -0.06
C 2.12847 3.55659 -1.60702 -0.05
C 4.61819 3.32268 -1.37006 -0.04
C 2.25515 3.31502 1.94251 -0.52
C 2.22068 3.13992 3.46952 -0.07
C 3.18390 4.50860 1.68408 -0.05
C 0.81230 3.63891 1.52088 -0.05
H 2.72777 0.75007 3.04201 0.08
H 3.87746 -0.15721 -1.01754 0.10
H 2.00969 -1.97872 2.61031 0.07
H 3.29766 -1.37698 3.67469 0.08
H 3.36721 -3.02319 3.04584 0.09
H 2.71163 -2.59176 0.06813 0.07
H 4.02334 -3.52784 0.78310 0.09
H 4.38048 -2.26672 -0.39903 0.07
H 5.52000 -0.68370 2.75279 0.08
H 5.96785 -1.11973 1.09713 0.08
H 5.72441 -2.38774 2.31343 0.08
H 2.42646 1.01279 -2.70992 0.07
H 4.19676 1.05149 -2.69019 0.08
H 3.29986 2.29724 -3.54363 0.09
H 1.16727 3.04142 -1.59439 0.04
H 2.24118 4.03215 -2.58457 0.09
H 2.09621 4.34792 -0.86394 0.06
H 5.44587 2.61333 -1.31237 0.09
H 4.69855 3.99956 -0.52084 0.06
H 4.73210 3.90957 -2.28578 0.08
H 3.20649 2.89334 3.86825 0.09
H 1.51644 2.36457 3.77315 0.06
H 1.88843 4.07473 3.92641 0.09
H 4.20140 4.27637 2.00745 0.09
H 2.83423 5.36998 2.25920 0.08
H 3.22489 4.80773 0.64201 0.05
H 0.13992 2.83576 1.83118 0.07
H 0.69234 3.75862 0.44816 0.04
H 0.47718 4.55939 2.00836 0.09
I -1.80010 1.97913 -0.91225 1.12
C -2.54050 3.14154 0.67913 -0.61
C -2.46410 4.48146 0.38969 -0.20
C -2.98674 5.47231 1.23705 -0.08
C -3.62705 5.09128 2.37179 -0.05
C -3.72714 3.72190 2.71739 -0.17
C -4.43434 3.40548 3.90191 -0.04
C -4.56457 2.11731 4.31379 -0.06
C -3.93635 1.11008 3.56613 -0.10
C -3.22918 1.34856 2.41138 -0.29
P -2.30966 -0.13287 1.76194 1.06
C -3.62703 -1.38672 1.63060 -0.39
C -4.97484 -1.08743 1.45296 -0.10
C -5.89181 -2.09659 1.18355 -0.09
C -5.47512 -3.41536 1.09387 -0.10
C -4.13051 -3.72333 1.26525 -0.07
C -3.21455 -2.71805 1.52085 -0.09
C -1.44350 -0.61269 3.30691 -0.36
C -1.93060 -1.51387 4.24904 -0.10
C -1.19811 -1.81157 5.38904 -0.08
C 0.02599 -1.19876 5.60916 -0.09
C 0.52176 -0.30303 4.67269 -0.09
C -0.19869 -0.02664 3.52170 -0.10
C -3.14335 2.69553 1.90744 -0.17
H -1.99833 4.78590 -0.53810 0.07
H -2.89552 6.51537 0.96332 0.10
H -4.07317 5.81963 3.03825 0.11
H -4.86981 4.22226 4.46549 0.11
H -5.10986 1.86564 5.21419 0.10
H -3.99325 0.09506 3.93794 0.10
H -5.31415 -0.06086 1.51383 0.10
H -6.93527 -1.84456 1.03863 0.10
H -6.19086 -4.20002 0.88307 0.10
H -3.78703 -4.74682 1.18284 0.11
H -2.16438 -2.96126 1.63648 0.09
H -2.88260 -2.00532 4.08755 0.10
H -1.58360 -2.53006 6.10197 0.10
H 0.60186 -1.43124 6.49630 0.10
H 1.48799 0.16146 4.82719 0.09
H 0.22749 0.62477 2.76544 0.09
F 1.71353 -5.01595 1.74745 0.12
C 0.44619 -4.54782 1.69708 -0.53
F -0.33920 -5.58054 1.33379 0.13
F 0.10053 -4.22091 2.95298 0.13
C 0.34192 -3.35010 0.69997 -0.67
O 0.39420 -3.66114 -0.49684 -0.05
O 0.23454 -2.22442 1.22600 -0.12
```

As for the multiplicity: 2. As for the expectation value of S²: 0.77. The calculation puts the total energy at -114452.1825 eV. The calculation puts the LUMO energy (alpha / beta) at 2.035 / 1.269 eV. As for the HOMO energy (alpha / beta): -5.568 / -5.694 eV. The total charge is -1. The value obtained for the energy above the lowest of the compared OMol25 structures with the same formula, charge and spin is 0.0149 eV.

***

[2]
# C47H34F5N3O3P2S3Sc

A molecular structure, C47H34F5N3O3P2S3Sc (wB97M-V/def2-TZVPD, the Open Molecules 2025 dataset).

Structure (XYZ):
```
98
Properties=species:S:1:pos:R:3:lowdin_charge:R:1
Sc -1.22352 -0.11272 0.18995 0.76
S -0.57282 -1.14792 2.75965 0.41
P 1.02818 -0.21602 2.02465 0.42
C 1.02058 0.14458 0.31115 -0.58
P 1.69418 -1.20862 -0.56675 0.37
S 1.00238 -3.04672 -0.52355 0.33
C 1.71608 -0.54062 -2.27725 -0.32
C 1.74988 0.83788 -2.46125 -0.11
C 1.72848 1.37478 -3.73385 -0.09
C 1.68308 0.53728 -4.83665 -0.10
C 1.66758 -0.83582 -4.66065 -0.10
C 1.68668 -1.37422 -3.38565 -0.09
C 3.51128 -1.26992 -0.26825 -0.32
C 4.25678 -0.09712 -0.30565 -0.09
C 5.62248 -0.12982 -0.09825 -0.10
C 6.25488 -1.33492 0.16725 -0.11
C 5.51378 -2.50222 0.22845 -0.10
C 4.14788 -2.46982 0.01015 -0.11
C 2.47998 -1.09302 2.69855 -0.33
C 3.69328 -0.44002 2.87385 -0.08
C 4.77858 -1.13452 3.37255 -0.09
C 4.65828 -2.47742 3.69185 -0.10
C 3.45308 -3.13322 3.49935 -0.09
C 2.36518 -2.44312 2.99995 -0.12
C 1.28898 1.43588 2.77745 -0.34
C 1.62058 2.50108 1.94975 -0.11
C 1.96028 3.72428 2.49455 -0.09
C 1.97638 3.88638 3.87055 -0.10
C 1.64008 2.82588 4.69785 -0.09
C 1.29338 1.59978 4.15635 -0.08
H 1.76828 1.48508 -1.59425 0.08
H 1.74198 2.44948 -3.87015 0.10
H 1.65138 0.95688 -5.83225 0.10
H 1.63568 -1.48822 -5.52285 0.10
H 1.65588 -2.44512 -3.23935 0.08
H 3.75768 0.84088 -0.49715 0.10
H 6.20108 0.78518 -0.14265 0.10
H 7.32488 -1.36102 0.32875 0.09
H 6.00298 -3.44372 0.44275 0.10
H 3.55958 -3.37552 0.04795 0.05
H 3.77918 0.61028 2.63055 0.11
H 5.72338 -0.62802 3.51905 0.10
H 5.50588 -3.01172 4.10055 0.10
H 3.36198 -4.18232 3.74715 0.10
H 1.40708 -2.92522 2.85975 0.06
H 1.62578 2.33298 0.87775 0.07
H 2.23758 4.54458 1.84555 0.10
H 2.26048 4.83968 4.29565 0.10
H 1.66308 2.95478 5.77045 0.10
H 1.02408 0.76088 4.78735 0.11
F -1.90312 -3.90232 -4.00295 0.04
C -1.75652 -2.59202 -3.67055 -0.27
C -1.68642 -2.22242 -2.34365 -0.09
C -1.58052 -0.88272 -1.93975 -0.12
C -1.57002 0.07198 -2.99425 -0.15
C -1.57992 -0.34352 -4.32565 -0.23
F -1.45262 0.54938 -5.35145 0.03
C -1.67992 -1.66772 -4.69415 0.04
C -1.48492 1.49448 -2.64435 -0.23
C -1.91712 2.52598 -3.48705 -0.01
C -1.68382 3.83878 -3.12685 -0.06
C -1.05582 4.10588 -1.92015 -0.05
C -0.74332 3.03148 -1.10355 -0.13
N -0.95012 1.76758 -1.44385 0.07
H -1.68352 -3.02302 -1.61575 0.06
H -1.68402 -1.96282 -5.73055 0.12
H -2.43312 2.30978 -4.40775 0.11
H -1.98592 4.64448 -3.78065 0.10
H -0.83182 5.11538 -1.61165 0.10
H -0.30742 3.18928 -0.12705 0.09
C -5.65192 1.72758 -0.37305 -0.05
C -6.51332 0.72278 0.03305 -0.05
C -5.99732 -0.53752 0.26535 -0.01
C -4.62972 -0.75432 0.09375 -0.19
N -3.79112 0.22808 -0.26145 0.10
C -4.30192 1.42818 -0.48355 -0.13
C -4.03502 -2.08652 0.28805 -0.20
C -4.77882 -3.24462 0.05415 -0.01
C -4.17172 -4.47962 0.19525 -0.05
C -2.85022 -4.51932 0.60915 -0.04
C -2.18712 -3.32032 0.83395 -0.19
N -2.74492 -2.12692 0.65255 0.06
H -6.01292 2.72668 -0.56205 0.11
H -7.56602 0.91948 0.17955 0.11
H -6.63962 -1.33352 0.61085 0.11
H -3.60222 2.20078 -0.76905 0.11
H -5.80652 -3.17362 -0.26875 0.11
H -4.71542 -5.38732 -0.02675 0.11
H -2.32842 -5.45522 0.73055 0.11
H -1.15242 -3.32432 1.15395 0.02
F -3.05812 4.35218 3.14205 0.12
C -2.00502 3.58668 2.81905 -0.61
F -1.42032 4.17688 1.76405 0.11
F -1.14542 3.67128 3.83205 0.13
S -2.56162 1.80888 2.46705 0.51
O -3.93122 1.97668 2.06245 -0.27
O -2.34012 1.15328 3.71285 -0.30
O -1.67532 1.45578 1.35625 -0.43
```

The calculation puts the total energy at -145282.5045 eV. The calculation puts the LUMO energy at 2.050 eV. As for the HOMO energy: -4.404 eV. The total charge is -1. The value obtained for the energy above the lowest of the compared OMol25 structures with the same formula, charge and spin is 1.1573 eV.

***

[3]
# C26H33F5N3PPdSSi

A molecular structure, C26H33F5N3PPdSSi (wB97M-V/def2-TZVPD, the Open Molecules 2025 dataset).

Structure (XYZ):
```
71
Properties=species:S:1:pos:R:3:lowdin_charge:R:1
Pd -0.53899 0.19210 0.19099 0.31
C 4.87084 0.74262 -1.14521 -0.13
N 3.58086 0.12020 -1.65612 -0.07
C 3.65880 -1.40719 -1.45475 -0.11
N 3.95390 -1.72569 -0.10251 -0.14
C 5.17407 -1.06611 0.33598 -0.17
N 5.10510 0.39051 0.21184 -0.15
C 4.11405 0.97428 1.13300 -0.31
P 2.36062 0.36061 0.87212 1.03
C 2.38717 0.71103 -0.95909 -0.30
C 2.81677 -1.43856 0.78373 -0.32
H 4.77806 1.82146 -1.26688 0.14
H 5.67255 0.36038 -1.77897 0.14
H 3.49048 0.30216 -2.65533 0.18
H 4.45644 -1.74596 -2.11762 0.14
H 2.68802 -1.80806 -1.75348 0.10
H 6.01078 -1.42511 -0.26766 0.13
H 5.35940 -1.32170 1.37787 0.13
H 4.12885 2.06076 1.02085 0.09
H 4.42627 0.75652 2.15538 0.09
H 2.39621 1.79056 -1.11920 0.09
H 1.49084 0.30345 -1.42302 0.01
H 1.94530 -1.99137 0.43180 0.03
H 3.05309 -1.78608 1.79154 0.10
C -1.65492 5.42228 -0.39202 -0.06
C -0.32649 4.84352 0.11367 -0.64
C 0.79266 5.20832 -0.87153 -0.07
C -0.00399 5.43841 1.49163 -0.06
C -0.43935 3.37920 0.21583 -0.16
C -0.52154 2.16752 0.27715 -0.22
H -1.59185 6.51138 -0.46468 0.08
H -2.46823 5.16727 0.28859 0.08
H -1.89867 5.02193 -1.37726 0.08
H 0.86991 6.29372 -0.97680 0.08
H 0.59249 4.77614 -1.85321 0.08
H 1.75266 4.82738 -0.51530 0.07
H 0.03707 6.52960 1.43645 0.08
H 0.95857 5.07157 1.85211 0.08
H -0.76622 5.15559 2.21809 0.08
C -3.32503 1.34371 1.78393 -0.21
Si -2.76701 0.55754 0.16680 0.49
C -3.43384 1.52957 -1.29367 -0.19
C -3.44079 -1.21253 0.09950 -0.29
C -3.47056 -1.93208 -1.09851 -0.14
C -3.89868 -3.25059 -1.14016 -0.09
C -4.30871 -3.88550 0.02635 -0.10
C -4.29726 -3.18822 1.22618 -0.09
C -3.86858 -1.86703 1.25641 -0.11
H -4.41545 1.44007 1.80555 0.03
H -2.88123 2.33587 1.86330 0.01
H -3.01775 0.76516 2.65632 0.02
H -4.52590 1.55798 -1.26401 0.03
H -3.13165 1.07709 -2.24018 0.02
H -3.04281 2.54831 -1.26596 0.01
H -3.12552 -1.46345 -2.01337 0.09
H -3.90295 -3.78822 -2.08085 0.10
H -4.63428 -4.91835 -0.00103 0.10
H -4.61490 -3.67459 2.14062 0.10
H -3.85416 -1.34458 2.20650 0.09
F -1.38123 -6.84111 1.51151 0.12
C -1.06323 -5.69186 0.90783 -0.15
C -1.04646 -4.50876 1.61960 -0.16
F -1.34409 -4.51673 2.92314 0.12
C -0.71532 -3.32587 0.98730 -0.25
F -0.67701 -2.21982 1.74851 0.04
C -0.40751 -3.25853 -0.37325 -0.54
S -0.13020 -1.77016 -1.23491 0.63
C -0.41041 -4.48022 -1.04948 -0.25
F -0.10995 -4.51324 -2.35460 0.07
C -0.73403 -5.67330 -0.43491 -0.15
F -0.73508 -6.81520 -1.13246 0.11
```

The calculation puts the total energy at -77034.4735 eV. The calculation puts the LUMO energy at -0.512 eV. As for the HOMO energy: -7.162 eV. The value obtained for the energy above the lowest of the compared OMol25 structures with the same formula, charge and spin is 0.5502 eV.

***

[4]
# C22H25NO3S

A single C22H25NO3S molecule (wB97M-V/def2-TZVPD, the Open Molecules 2025 dataset).

Structure (XYZ):
```
52
Properties=species:S:1:pos:R:3:lowdin_charge:R:1
C -1.99859 -3.67642 -1.13817 -0.09
H -1.03859 -3.83054 -1.62393 0.08
C -2.05683 -2.28438 -0.52073 -0.15
C -0.98434 -2.12794 0.54775 -0.46
O -0.25649 -3.05156 0.86272 0.05
N -0.90362 -0.92360 1.17380 -0.06
C -1.60554 0.28391 0.80060 -0.14
H -2.43088 0.04405 0.13429 0.11
H -2.02258 0.73429 1.70894 0.12
C -0.68576 1.31012 0.12364 -0.08
H 0.08499 1.62405 0.82878 0.12
H -1.27759 2.19050 -0.12892 0.13
C -0.00828 0.74353 -1.14244 -0.18
C -0.78932 1.06298 -2.37676 -0.24
C -0.40496 1.33283 -3.65680 -0.02
C -1.59763 1.49700 -4.40581 -0.06
C -2.61760 1.30954 -3.52987 -0.12
O -2.14022 1.04228 -2.29912 0.03
H -3.68283 1.33777 -3.64482 0.12
H -1.67593 1.72293 -5.44936 0.10
H 0.59887 1.40644 -4.02101 0.11
C 1.42658 1.20256 -1.23031 -0.12
C 1.77149 2.48107 -1.62875 -0.03
C 3.09742 2.88199 -1.66662 -0.09
C 4.08895 1.99388 -1.29620 -0.09
C 3.76606 0.71311 -0.87880 -0.02
C 2.43736 0.31002 -0.83550 -0.21
O 2.01370 -0.91587 -0.41983 -0.10
C 2.94856 -1.87645 0.00612 -0.07
H 2.34878 -2.73351 0.31104 0.09
H 3.62439 -2.16821 -0.80383 0.10
H 3.53380 -1.51786 0.85914 0.10
H 4.55430 0.03604 -0.58887 0.10
H 5.12595 2.29392 -1.32569 0.10
H 3.35209 3.88165 -1.98369 0.10
H 0.98987 3.16810 -1.91638 0.12
H 0.02846 -0.34670 -1.03633 0.13
C 0.05627 -0.78976 2.25930 -0.16
C -0.58362 -0.29861 3.51164 -0.52
C -0.27402 0.80646 4.24226 -0.14
C -1.09727 0.96926 5.38011 -0.19
C -2.02701 -0.01098 5.49099 -0.42
S -1.91347 -1.16150 4.21656 1.04
H -2.77916 -0.13570 6.24418 0.06
H -0.99911 1.78261 6.07649 0.10
H 0.52053 1.48335 3.98155 0.11
H 0.86689 -0.11127 1.97426 0.13
H 0.47801 -1.78985 2.40705 0.13
H -1.93072 -1.53416 -1.30229 0.10
H -3.03133 -2.12942 -0.04961 0.13
H -2.79049 -3.79780 -1.87349 0.07
H -2.10951 -4.43414 -0.36729 0.08
```

As for the SMILES: CCC(=O)N(CC[C@@H](c1ccco1)c1ccccc1OC)Cc1cccs1. The calculation puts the total energy at -41687.2531 eV. The calculation puts the LUMO energy at 0.747 eV. As for the HOMO energy: -8.426 eV. The value obtained for the energy above the lowest of the compared OMol25 structures with the same formula, charge and spin is 1.8552 eV.